1.
Computed, not measured: a structure of composition C4H10Cl2NP, with wB97M-V/def2-TZVPD.

Each line ends with the Mulliken charge.
Cartesian coordinates (Å):
1 C -0.819 -1.131 -0.634  -1.63
2 C -0.092 0.216 1.251  -1.78
3 C 0.529 0.926 -0.969  -1.54
4 C 0.299 -0.302 -0.131  2.00
5 N 1.485 -1.134 -0.195  -0.84
6 P 1.757 -2.375 1.788  0.52
7 Cl 1.118 -4.073 0.939  -0.16
8 Cl 3.753 -2.503 1.514  -0.20
9 H -0.386 -1.832 -1.438  0.36
10 H -1.210 -1.820 0.114  0.36
11 H -1.688 -0.658 -1.065  0.36
12 H 0.665 0.776 1.895  0.33
13 H -0.443 -0.557 1.990  0.40
14 H -0.993 0.834 1.122  0.44
15 H 0.931 0.645 -1.991  0.36
16 H -0.382 1.681 -1.057  0.33
17 H 1.367 1.488 -0.451  0.36
18 H 2.372 -0.650 -0.159  0.34

Properties
* E_LUMO: -0.31 eV
* frontier orbital gap: 0.314 hartree
* net charge: 0
* energy: -1474.87379 hartree
* E_HOMO: -8.8 eV
* energy relative to the best compared isomer or geometry (same formula, charge and spin): 42.7 kcal per mole


2.
Computed, not measured: an isolated molecule of C4H10ClN3, with wB97M-V/def2-TZVPD.

Each line ends with the Mulliken charge.
Cartesian coordinates (Å):
1 C 1.293 -0.910 -0.724  -1.14
2 C 0.624 0.091 -0.195  0.74
3 C -1.701 -1.233 -0.604  -1.28
4 C -1.174 -0.019 0.119  0.37
5 N -1.288 -0.076 1.500  -0.52
6 N 2.485 1.582 0.205  -0.76
7 N 1.125 1.232 0.358  -0.07
8 Cl -2.005 1.508 -0.614  -0.24
9 H 2.347 -0.743 -0.845  0.32
10 H 0.952 -2.007 -0.849  0.15
11 H -2.869 -1.267 -0.417  0.32
12 H -1.297 -1.330 -1.578  0.40
13 H -1.097 -2.071 0.002  0.28
14 H -1.044 0.804 2.004  0.30
15 H -2.349 -0.260 1.679  0.31
16 H 2.953 0.701 0.195  0.30
17 H 2.531 2.024 -0.710  0.26
18 H 0.514 1.974 0.475  0.26

Properties
* E_LUMO: 0.86 eV
* frontier orbital gap: 0.335 hartree
* net charge: 0
* SMILES: C=C(NN)[C@@](C)(N)Cl
* energy: -782.76601 hartree
* E_HOMO: -8.2 eV
* energy relative to the best compared isomer or geometry (same formula, charge and spin): 59.8 kcal per mole


3.
Computed, not measured: a cluster of 2 separate species, C4H10ClNO in total, with wB97M-V/def2-TZVPD.

Each line ends with the Mulliken charge.
Cartesian coordinates (Å):
1 C 0.200 -0.996 -0.168  -0.89
2 C -0.561 0.567 -1.927  -1.24
3 C -0.294 0.447 -0.386  0.35
4 C 0.439 -0.674 3.486  0.03
5 N 0.693 1.354 0.250  -0.69
6 O 1.669 -0.442 3.803  -0.22
7 Cl -0.309 -1.731 4.526  -0.14
8 H 1.217 -0.877 -0.827  0.24
9 H 0.464 -1.132 0.841  0.09
10 H -0.401 -1.787 -0.584  0.36
11 H -1.232 -0.224 -2.226  0.33
12 H 0.456 0.319 -2.440  0.23
13 H -0.948 1.483 -2.174  0.40
14 H -1.220 0.568 0.204  0.28
15 H 1.599 1.003 0.242  0.29
16 H 0.420 1.371 1.290  0.29
17 H 2.007 -0.721 4.650  0.28

Properties
* E_LUMO: 0.23 eV
* frontier orbital gap: 0.334 hartree
* net charge: 0
* energy: -748.47215 hartree
* E_HOMO: -8.9 eV
* energy relative to the best compared isomer or geometry (same formula, charge and spin): 93.4 kcal per mole


4.
Computed, not measured: an isolated molecule of C4H10ClNO, with wB97M-V/def2-TZVPD.

Each line ends with the Mulliken charge.
Cartesian coordinates (Å):
1 C 0.042 -1.680 -0.425  -1.39
2 C 0.125 -0.661 1.899  -1.66
3 C 0.307 -0.397 0.499  0.63
4 C 0.166 1.534 -1.036  0.04
5 N -0.484 0.761 -0.005  -0.36
6 O -0.372 2.856 -0.949  -0.49
7 Cl 0.092 1.016 -2.778  -0.21
8 H -0.742 -2.342 -0.058  0.33
9 H -0.264 -1.307 -1.428  0.29
10 H 0.872 -2.216 -0.507  0.46
11 H 0.915 -1.162 2.381  0.37
12 H -0.730 -1.265 1.955  0.35
13 H 0.018 0.215 2.424  0.44
14 H 1.429 -0.157 0.345  0.23
15 H 1.206 1.532 -0.636  0.34
16 H -1.361 0.322 -0.294  0.31
17 H -1.219 2.953 -1.386  0.32

Properties
* E_LUMO: 0.89 eV
* frontier orbital gap: 0.386 hartree
* net charge: 0
* SMILES: CC(C)N[C@H](O)Cl
* energy: -748.55353 hartree
* E_HOMO: -9.6 eV
* energy relative to the best compared isomer or geometry (same formula, charge and spin): 42.3 kcal per mole


5.
Computed, not measured: a structure of composition C4H10ClNO, with wB97M-V/def2-TZVPD.

Each line ends with the Mulliken charge.
Cartesian coordinates (Å):
1 C 1.085 1.692 -1.005  -1.12
2 C -1.037 -1.101 1.184  -1.02
3 C -0.894 -0.571 -1.100  -1.04
4 C 0.731 0.385 0.364  0.39
5 N -0.488 -0.143 0.188  -0.06
6 O 1.044 0.903 1.609  -0.45
7 Cl 1.916 -0.972 -0.001  -0.24
8 H 0.202 2.437 -0.919  0.29
9 H 1.110 1.175 -1.976  0.41
10 H 2.009 2.090 -0.731  0.41
11 H -1.240 -2.010 0.670  0.35
12 H -0.174 -1.391 1.919  0.44
13 H -1.931 -0.745 1.760  0.20
14 H -0.568 0.217 -1.880  0.30
15 H -0.637 -1.581 -1.508  0.26
16 H -1.849 -0.646 -0.881  0.51
17 H 0.723 0.262 2.307  0.37

Properties
* E_LUMO: 0.74 eV
* frontier orbital gap: 0.351 hartree
* net charge: 0
* energy: -748.49869 hartree
* E_HOMO: -8.8 eV
* energy relative to the best compared isomer or geometry (same formula, charge and spin): 76.7 kcal per mole


6.
Computed, not measured: an isolated molecule of C4H10ClNSi, with wB97M-V/def2-TZVPD.

Each line ends with the Mulliken charge.
Cartesian coordinates (Å):
1 C 1.117 -0.111 1.578  -0.16
2 C 0.273 0.310 0.675  -0.21
3 C 0.870 -0.313 3.114  -1.18
4 C -2.012 0.297 -2.056  -0.68
5 N -0.749 -0.343 -2.103  -0.28
6 Si 0.716 0.254 -1.347  0.48
7 Cl 2.105 -1.136 -1.624  -0.22
8 H 2.059 -0.552 1.251  0.24
9 H -0.816 0.418 0.900  0.16
10 H 1.293 -1.302 3.413  0.29
11 H -0.093 -0.124 3.521  0.36
12 H 1.543 0.305 3.586  0.35
13 H -2.098 0.490 -0.919  0.18
14 H -1.916 1.227 -2.695  0.25
15 H -2.700 -0.439 -2.480  0.28
16 H -0.609 -0.709 -3.136  0.24
17 H 1.019 1.729 -1.680  -0.10

Properties
* E_LUMO: 0.86 eV
* frontier orbital gap: 0.364 hartree
* net charge: 0
* SMILES: C/C=C/[Si@@H](Cl)NC
* energy: -962.84566 hartree
* E_HOMO: -9.0 eV
* energy relative to the best compared isomer or geometry (same formula, charge and spin): 37.6 kcal per mole


7.
Computed, not measured: a structure of composition C4H10F12KO2P2, with wB97M-V/def2-TZVPD.

Each line ends with the Mulliken charge.
Cartesian coordinates (Å):
1 K 14.952 -7.831 1.922  1.00
2 P 16.558 -4.784 1.963  1.19
3 F 18.088 -4.465 2.301  -0.39
4 F 16.508 -3.684 0.756  -0.40
5 F 17.118 -5.922 1.027  -0.27
6 F 15.044 -5.174 1.518  -0.39
7 F 16.532 -5.977 3.108  -0.40
8 F 16.044 -3.650 3.062  -0.36
9 P 11.956 -6.240 3.644  1.23
10 F 10.493 -5.950 3.364  -0.32
11 F 11.648 -6.004 5.220  -0.38
12 F 11.358 -7.803 3.771  -0.41
13 F 13.443 -6.729 4.094  -0.39
14 F 12.333 -6.578 2.085  -0.36
15 F 12.312 -4.651 3.488  -0.34
16 C 18.038 -9.514 2.440  -0.75
17 O 16.909 -9.585 1.604  -0.24
18 C 17.174 -10.336 0.367  -0.51
19 C 17.829 -9.506 -0.749  -0.67
20 O 17.456 -8.159 -0.808  -0.27
21 C 16.273 -7.870 -1.404  -0.61
22 H 17.659 -8.841 3.209  0.21
23 H 18.959 -9.100 2.029  0.30
24 H 18.259 -10.391 3.048  0.30
25 H 16.226 -10.772 0.052  0.34
26 H 17.894 -11.150 0.445  0.37
27 H 17.776 -10.072 -1.678  0.44
28 H 18.868 -9.354 -0.458  0.35
29 H 15.925 -8.692 -2.029  0.41
30 H 16.372 -7.123 -2.192  0.26
31 H 15.502 -7.518 -0.719  0.03

Properties
* E_LUMO: 1.76 eV
* frontier orbital gap: 0.368 hartree
* net charge: -1
* energy: -2790.46235 hartree
* E_HOMO: -8.3 eV
* energy relative to the best compared isomer or geometry (same formula, charge and spin): 42.1 kcal per mole


8.
Computed, not measured: a structure of composition C4H10F2O2Zn, with wB97M-V/def2-TZVPD.

Each line ends with the Mulliken charge.
Cartesian coordinates (Å):
1 Zn 1.129 1.183 0.227  1.26
2 F 3.056 1.175 -0.221  -0.83
3 F 0.699 3.024 0.789  -0.84
4 C -1.818 1.599 -1.461  -1.10
5 C -1.040 0.368 -1.879  -0.13
6 O 0.360 0.696 -1.631  -0.83
7 H -2.858 1.298 -1.587  0.39
8 H -1.759 2.537 -2.014  0.26
9 H -1.785 1.745 -0.381  0.27
10 H -1.182 0.038 -2.908  0.26
11 H -1.226 -0.439 -1.171  0.11
12 C 1.052 -2.131 0.896  -0.96
13 C 0.625 -1.286 2.197  -0.24
14 O 0.516 0.060 1.908  -0.84
15 H 0.460 -1.867 0.021  0.11
16 H 0.801 -3.183 1.028  0.41
17 H 2.090 -1.887 0.667  0.22
18 H 1.274 -1.353 3.070  0.23
19 H -0.394 -1.577 2.450  0.21

Properties
* E_LUMO: 6.22 eV
* frontier orbital gap: 0.248 hartree
* net charge: -2
* energy: -2287.93733 hartree
* E_HOMO: -0.5 eV
* energy relative to the best compared isomer or geometry (same formula, charge and spin): 0.0 kcal per mole


9.
Computed, not measured: a cluster of 2 separate species, C4H10F3NP in total, with wB97M-V/def2-TZVPD.

Each line ends with the Mulliken charge.
Cartesian coordinates (Å):
1 C 0.608 2.140 -0.917  -1.03
2 C 0.591 -2.604 -0.323  -0.76
3 C 0.169 1.843 0.490  -0.47
4 C 1.551 -2.773 0.677  -0.50
5 N -0.458 0.511 0.612  0.01
6 F -2.653 -0.604 0.929  -0.15
7 F -2.334 -0.218 -1.378  -0.16
8 F -2.829 1.608 0.015  -0.14
9 P -1.955 0.351 0.002  0.97
10 H 1.494 2.807 -0.997  0.34
11 H 1.094 1.330 -1.467  0.32
12 H -0.248 2.459 -1.365  0.43
13 H 1.068 -2.690 -1.266  0.21
14 H -0.449 -2.406 -0.081  0.52
15 H -0.007 -0.468 0.794  0.23
16 H 0.998 1.884 1.209  0.38
17 H -0.608 2.498 0.839  0.28
18 H 1.343 -2.662 1.722  0.31
19 H 2.625 -3.004 0.504  0.23

Properties
* E_LUMO: -3.96 eV
* frontier orbital gap: 0.360 hartree
* net charge: +1
* energy: -853.88804 hartree
* E_HOMO: -13.8 eV
* energy relative to the best compared isomer or geometry (same formula, charge and spin): 0.0 kcal per mole


10.
Computed, not measured: an isolated molecule of C4H10FN3, with wB97M-V/def2-TZVPD.

Each line ends with the Mulliken charge.
Cartesian coordinates (Å):
1 C 0.125 -1.838 0.649  -0.80
2 C -0.046 0.538 0.423  0.28
3 C -0.594 1.796 1.094  -0.62
4 C -0.599 0.641 -1.029  -0.29
5 H 1.176 -1.903 0.340  0.26
6 H -0.075 -2.642 1.453  0.32
7 H -0.449 -2.089 -0.274  0.32
8 H -0.070 -0.327 2.088  0.29
9 H 1.102 0.724 0.439  0.25
10 H 0.007 2.567 0.632  0.34
11 H -0.471 1.893 2.215  0.31
12 H -1.623 1.042 -1.238  0.40
13 H 1.652 -0.565 -1.312  0.23
14 H 1.266 -1.045 -3.032  0.25
15 N -0.489 -0.580 1.179  -0.44
16 N -0.062 0.173 -2.152  -0.46
17 N 1.117 -0.376 -2.303  -0.33
18 F -1.966 1.991 0.828  -0.30

Properties
* E_LUMO: 0.79 eV
* frontier orbital gap: 0.347 hartree
* net charge: 0
* SMILES: CN[C@@H](/C=N\N)CF
* energy: -422.43505 hartree
* E_HOMO: -8.6 eV
* energy relative to the best compared isomer or geometry (same formula, charge and spin): 67.7 kcal per mole


11.
Computed, not measured: a cluster of 2 separate species, C4H10FNO in total, with wB97M-V/def2-TZVPD.

Each line ends with the Mulliken charge.
Cartesian coordinates (Å):
1 C -2.141 -0.237 -0.415  -1.18
2 C 2.495 0.848 -0.118  -0.78
3 C -0.790 0.413 0.100  0.07
4 C 0.349 -0.553 0.116  0.26
5 N 0.451 -1.278 1.279  -0.46
6 O -0.484 1.545 -0.720  -0.57
7 F 0.421 -1.315 -0.982  -0.30
8 H -2.826 0.534 -0.937  0.30
9 H -2.853 -0.688 0.299  0.35
10 H -1.986 -1.120 -1.143  0.26
11 H 3.225 0.093 0.232  0.31
12 H 2.288 1.035 -1.088  0.28
13 H 1.815 1.443 0.569  0.21
14 H -0.957 0.811 1.042  0.48
15 H 0.123 -0.825 2.049  0.15
16 H 1.276 -1.924 1.358  0.26
17 H -0.406 1.220 -1.641  0.36

Properties
* E_LUMO (alpha / beta): 0.84 / 0.86 eV
* frontier orbital gap (alpha / beta): 0.295 / 0.320 hartree
* net charge: 0
* energy: -388.11554 hartree
* E_HOMO (alpha / beta): -7.2 / -7.8 eV
* energy relative to the best compared isomer or geometry (same formula, charge and spin): 97.3 kcal per mole


12.
Computed, not measured: a cluster of 2 separate species, C4H10FNO3S in total, with wB97M-V/def2-TZVPD.

Each line ends with the Mulliken charge.
Cartesian coordinates (Å):
1 C 1.435 0.752 -0.885  -1.01
2 C -1.998 0.834 0.211  -1.08
3 C -0.329 -0.958 0.617  -1.02
4 C 0.171 1.209 -0.532  0.06
5 N -0.635 0.490 0.258  0.20
6 O 3.935 1.630 -0.280  -0.51
7 O 3.674 -0.796 -0.351  -0.65
8 O 2.888 0.356 1.538  -0.51
9 F 2.590 -2.989 -0.221  -0.48
10 S 3.271 0.462 0.191  1.19
11 H 2.019 1.256 -1.727  0.39
12 H 3.259 -2.247 -0.270  0.47
13 H 1.470 -0.291 -1.069  0.38
14 H -2.554 0.336 -0.674  0.30
15 H -2.386 0.779 1.166  0.45
16 H -2.054 1.885 -0.043  0.37
17 H -0.419 -1.513 -0.198  0.53
18 H 0.652 -1.082 1.143  0.28
19 H -1.196 -1.168 1.234  0.31
20 H -0.006 2.260 -0.727  0.32

Properties
* E_LUMO (alpha / beta): 0.41 / -4.08 eV
* frontier orbital gap (alpha / beta): 0.275 / 0.249 hartree
* <S²>: 2.006
* net charge: 0
* energy: -936.74249 hartree
* E_HOMO (alpha / beta): -7.1 / -10.8 eV
* 2S+1: 3


Q: What is the formula in the eleventh record?
A: C4H10FNO


Please write out number 10 again, unchanged.
Computed, not measured: an isolated molecule of C4H10FN3, with wB97M-V/def2-TZVPD.

Each line ends with the Mulliken charge.
Cartesian coordinates (Å):
1 C 0.125 -1.838 0.649  -0.80
2 C -0.046 0.538 0.423  0.28
3 C -0.594 1.796 1.094  -0.62
4 C -0.599 0.641 -1.029  -0.29
5 H 1.176 -1.903 0.340  0.26
6 H -0.075 -2.642 1.453  0.32
7 H -0.449 -2.089 -0.274  0.32
8 H -0.070 -0.327 2.088  0.29
9 H 1.102 0.724 0.439  0.25
10 H 0.007 2.567 0.632  0.34
11 H -0.471 1.893 2.215  0.31
12 H -1.623 1.042 -1.238  0.40
13 H 1.652 -0.565 -1.312  0.23
14 H 1.266 -1.045 -3.032  0.25
15 N -0.489 -0.580 1.179  -0.44
16 N -0.062 0.173 -2.152  -0.46
17 N 1.117 -0.376 -2.303  -0.33
18 F -1.966 1.991 0.828  -0.30

Properties
* E_LUMO: 0.79 eV
* frontier orbital gap: 0.347 hartree
* net charge: 0
* SMILES: CN[C@@H](/C=N\N)CF
* energy: -422.43505 hartree
* E_HOMO: -8.6 eV
* energy relative to the best compared isomer or geometry (same formula, charge and spin): 67.7 kcal per mole


Q: The lowest energy belongs to which entry?
A: C4H10F12KO2P2


Q: Which value of energy does entry 12 give?
A: -936.74249 hartree